No. 1
DFT (ωB97M-V/def2-TZVPD) results for one molecule with the formula C4H7N3O3S at a distorted geometry.

Structure (XYZ):
```
18
Properties=species:S:1:pos:R:3:forces:R:3:nbo_charge:R:1
S -1.5133 0.5660 -0.1189 1.26 2.45 1.67 2.30
O 2.7491 1.4700 0.4153 1.71 -0.30 1.52 -0.57
O -2.1904 1.8195 -0.0243 -0.08 0.44 0.06 -0.95
O -2.2171 -0.5289 -0.6392 -2.42 -3.12 -1.38 -0.99
N 0.8054 1.4356 -0.5889 -0.52 -0.46 0.25 -0.45
N -0.2084 0.6435 -1.0773 0.19 -0.54 0.35 -0.69
N -0.2048 -1.9657 -1.1891 1.98 -2.63 -0.82 -0.76
C -1.0165 0.1903 1.5783 -0.28 1.97 -0.14 -0.91
C 1.7744 -0.6469 -0.2301 0.55 -1.48 0.51 -0.43
C 1.8518 0.8047 -0.0056 -0.27 0.78 -2.31 0.62
C 0.7559 -1.2812 -0.7352 -0.68 3.94 0.45 0.54
H -1.9478 -0.0136 2.2196 1.33 1.35 -0.89 0.27
H -1.1474 -1.6444 -0.9914 -1.22 0.19 0.16 0.46
H 0.6740 2.2941 -0.1055 -0.84 1.20 -0.16 0.40
H -0.4812 -0.7229 1.6717 0.90 -0.61 -0.29 0.22
H 0.0441 -2.4032 -2.0582 -0.63 -0.38 -0.47 0.42
H -0.3288 1.1452 1.6923 -1.57 -2.07 1.07 0.25
H 2.6010 -1.1621 0.1864 0.61 -0.74 0.42 0.27
```
Positions in Å, forces in eV/Å.

Summary:
Highest occupied orbital energy in eV: -9.1
LUMO energy in eV: -0.40
2S+1: 1
Largest force on an atom in eV Å⁻¹: 4.2
Kohn-Sham gap in Eh: 0.31936
Total charge: 0
Total energy in eV: -25704.9543

No. 2
DFT (ωB97M-V/def2-TZVPD) results for a 2-piece molecular cluster, C10H24OSi overall at a distorted geometry.

Structure (XYZ):
```
36
Properties=species:S:1:pos:R:3:forces:R:3:nbo_charge:R:1
Si 0.5311 0.0868 -0.2153 -2.62 0.05 -0.64 1.66
O 0.8668 0.0735 -1.8444 0.25 -2.10 1.16 -1.13
C 1.0453 1.8325 0.3609 0.70 -0.54 1.16 -0.69
C 2.3853 -2.0557 -0.6160 -2.48 1.99 -0.10 -0.61
C 1.0492 -1.6850 0.0978 0.96 -0.62 1.31 -0.52
C 0.6101 2.8302 -0.7221 2.55 0.92 2.27 -0.61
C -0.0344 -2.6766 -0.3744 0.62 1.64 -1.50 -0.61
C -3.2731 1.1553 1.0256 -1.47 -2.76 -1.21 -0.69
C -2.8546 0.1999 -0.0402 0.83 -0.46 -1.41 -0.13
C -3.0430 0.8036 -1.4408 0.72 -1.48 1.07 -0.68
C 1.3873 -1.8886 1.6012 -0.39 -3.91 -2.11 -0.61
C 2.5746 1.6217 0.5670 -1.26 0.35 0.01 -0.65
H 0.8148 0.8360 -2.3416 -0.30 2.39 -1.60 0.49
H 1.9780 -1.1609 2.0299 1.47 1.57 0.84 0.20
H 2.4590 -3.0886 -0.4347 1.04 -1.25 0.30 0.20
H -2.6850 0.1505 -2.2797 -0.35 0.60 0.80 0.22
H -4.0728 1.7494 0.6453 -0.82 0.72 -0.09 0.19
H -0.9208 -2.5998 0.1996 -1.07 0.23 0.45 0.21
H 2.7133 1.2068 1.5768 0.17 -1.13 -0.77 0.22
H -0.4233 2.6775 -0.8257 -1.57 0.85 -0.25 0.22
H -3.2346 -0.8111 0.0640 0.26 -0.18 -0.08 0.16
H 0.4913 -2.0089 2.1451 -1.05 -0.02 0.94 0.21
H -2.4333 1.6975 1.1231 2.59 2.51 1.46 0.21
H 1.9284 -2.9312 1.6178 -0.79 1.89 0.47 0.19
H 1.0938 2.6467 -1.6416 0.58 -0.25 -1.20 0.19
H -4.1505 0.7472 -1.3484 0.33 1.22 -1.29 0.22
H 0.3267 -3.6793 -0.2768 0.38 -0.75 -0.08 0.20
H -0.2441 -2.4317 -1.4633 0.01 -0.58 1.22 0.22
H 1.0517 3.8322 -0.3603 -1.50 -1.07 -0.73 0.22
H 2.2280 -1.8561 -1.6632 0.58 0.05 -0.44 0.22
H 0.6008 2.1815 1.3279 0.14 -0.59 -0.76 0.23
H 3.0322 -1.3551 -0.1254 1.46 -0.35 -0.26 0.20
H 3.1268 2.5130 0.7259 0.51 1.43 -0.53 0.21
H 2.9070 1.1298 -0.3641 0.71 -0.26 0.95 0.21
H -2.4735 1.7657 -1.4391 -1.27 -0.40 -0.41 0.20
H -3.6003 0.5583 1.8495 0.06 0.27 1.05 0.21
```
Positions in Å, forces in eV/Å.

Summary:
Highest occupied orbital energy (spin up / spin down) in eV: -7.2 / -6.1
LUMO energy (spin up / spin down) in eV: 0.68 / 0.78
2S+1: 1
Largest force on an atom in eV Å⁻¹: 4.5
Kohn-Sham gap (spin up / spin down) in Eh: 0.28918 / 0.25166
Total charge: 0
Total energy in eV: -20680.4296